(1)
This record from the OMol25 dataset describes a molecular structure, C28H36F3N4PdSb. The level of theory is ωB97M-V with the def2-TZVPD basis set.

Geometry as ORCA input:
```
! RIJCOSX wB97M-V def2-TZVPD def2/J DEFGRID3
* xyz 2 1
Pd -1.096 0.062 0.553
C -0.473 -2.006 2.870
C -0.769 -0.611 3.420
N -0.363 0.444 2.451
C -0.780 1.810 2.880
C -2.154 2.180 2.338
N -2.107 2.200 0.870
C -3.403 2.370 0.188
C -3.959 1.065 -0.373
C -3.184 0.466 -1.554
N -1.995 -0.394 -1.239
C -2.305 -1.852 -1.164
C -3.097 -2.165 0.092
N -2.402 -1.618 1.284
C -1.586 -2.622 2.007
H -0.276 -2.682 3.701
H 0.464 -1.950 2.304
H -0.215 -0.446 4.346
H -1.827 -0.473 3.652
H 0.657 0.423 2.423
H -0.037 2.513 2.497
H -0.765 1.874 3.969
H -2.461 3.141 2.761
H -2.902 1.443 2.644
H -1.481 2.942 0.579
H -3.275 3.084 -0.628
H -4.136 2.811 0.870
H -4.968 1.274 -0.735
H -4.080 0.340 0.433
H -2.828 1.278 -2.191
H -3.859 -0.141 -2.161
H -1.354 -0.290 -2.021
H -1.348 -2.377 -1.161
H -2.860 -2.161 -2.053
H -3.230 -3.245 0.180
H -4.094 -1.731 0.032
H -3.110 -1.279 1.926
H -1.141 -3.282 1.262
H -2.247 -3.236 2.624
F 5.627 0.220 3.783
C 4.698 0.199 2.834
C 3.818 1.265 2.744
C 2.849 1.233 1.754
C 2.770 0.153 0.872
C 3.677 -0.899 0.982
C 4.649 -0.881 1.970
Sb 1.233 0.158 -0.551
C 1.559 1.736 -1.887
C 2.822 1.974 -2.430
C 3.008 3.012 -3.327
C 1.918 3.796 -3.668
F 2.092 4.793 -4.530
C 0.655 3.585 -3.145
C 0.485 2.546 -2.245
C 1.466 -1.560 -1.733
C 1.430 -2.825 -1.144
C 1.508 -3.967 -1.922
C 1.608 -3.821 -3.297
F 1.674 -4.916 -4.049
C 1.640 -2.583 -3.912
C 1.572 -1.447 -3.119
H 3.914 2.097 3.428
H 2.182 2.085 1.647
H 3.639 -1.736 0.295
H 5.369 -1.681 2.074
H 3.670 1.358 -2.155
H 3.975 3.223 -3.762
H -0.160 4.231 -3.443
H -0.497 2.373 -1.812
H 1.351 -2.930 -0.065
H 1.500 -4.958 -1.489
H 1.728 -2.522 -4.988
H 1.615 -0.472 -3.590
*
```

The frontier orbital gap is 7.706 eV. The calculation puts the LUMO energy at -6.2361 eV.

Atomic partial charges in e from the Löwdin method, atoms 1 to 4:
1. Pd 0.72
2. C -0.15
3. C -0.18
4. N -0.18

---

(2)
This record from the OMol25 dataset describes C3H6 in the gas phase. The level of theory is ωB97M-V with the def2-TZVPD basis set.

Geometry as ORCA input:
```
! RIJCOSX wB97M-V def2-TZVPD def2/J DEFGRID3
* xyz 0 1
C -0.785 -0.522 -0.102
C 0.185 0.510 0.676
C 0.474 0.043 -0.842
H -1.885 -0.333 -0.378
H -0.479 -1.555 0.382
H 0.050 1.481 0.988
H 0.757 -0.199 1.424
H 1.476 -0.443 -0.992
H 0.206 1.017 -1.156
*
```

Its SMILES is C1CC1. The frontier orbital gap is 11.114 eV. The calculation puts the LUMO energy at 1.3018 eV.

Atomic partial charges in e from the natural (NBO) method, atoms 1 to 4:
1. C -0.43
2. C -0.42
3. C -0.45
4. H 0.23

---

(3)
This record from the OMol25 dataset describes 14 unconnected molecules or ions with the total composition C4H39N3O14. The level of theory is ωB97M-V with the def2-TZVPD basis set.

Geometry as ORCA input:
```
! RIJCOSX wB97M-V def2-TZVPD def2/J DEFGRID3
* xyz 0 1
C -1.747 0.247 0.902
N -1.125 -0.722 1.813
C -1.108 -0.290 3.223
N 0.136 0.328 3.634
C -1.236 0.085 -0.550
C -0.442 1.326 -0.943
O 0.298 1.154 -2.160
N -2.389 -0.168 -1.414
H -2.828 0.129 0.859
H -1.559 1.259 1.276
H -1.605 -1.613 1.713
H -1.928 0.398 3.428
H -1.288 -1.156 3.861
H 0.303 1.175 3.109
H 0.893 -0.340 3.533
H -0.596 -0.796 -0.620
H -1.115 2.132 -1.192
H 0.243 1.631 -0.150
H 1.120 0.700 -1.974
H -2.111 -0.365 -2.369
H -3.006 0.607 -1.406
H 0.376 -4.680 2.406
H -0.609 -3.549 1.891
O 0.246 -3.723 2.360
H 1.579 -1.204 -4.085
H 0.750 -0.015 -3.701
O 0.689 -0.837 -4.240
H -1.587 4.277 0.892
H -2.052 5.247 -0.177
O -2.344 4.465 0.309
H 1.585 -2.442 -0.289
H 2.104 -3.799 -0.799
O 1.812 -2.937 -1.122
H -2.911 -3.698 1.343
H -2.176 -3.025 0.104
O -2.097 -3.249 1.085
H -1.799 -2.830 -1.977
H -2.558 -1.607 -1.465
O -2.543 -2.581 -1.369
H 2.467 -0.266 0.827
H 3.941 0.180 0.721
O 3.046 0.501 0.613
H 2.722 -2.091 -2.392
H 3.434 -2.392 -3.738
O 3.069 -1.678 -3.216
H -0.181 -2.196 -3.435
H 0.392 -3.051 -2.209
O -0.342 -2.977 -2.857
H 2.508 1.929 1.610
H 3.056 3.069 2.499
O 2.217 2.701 2.174
H 0.269 5.538 0.295
H 0.570 5.638 -1.220
O 0.148 6.120 -0.488
H 0.055 4.964 2.532
H 0.889 3.804 1.847
O 0.103 4.389 1.754
H 0.557 -1.140 1.280
H 1.284 -2.418 1.760
O 1.440 -1.635 1.190
*
```

The frontier orbital gap is 9.502 eV. The calculation puts the LUMO energy at -0.0057 eV.

Atomic partial charges in e from the natural (NBO) method, atoms 1 to 4:
1. C -0.23
2. N -0.70
3. C -0.06
4. N -0.84

---

(4)
This record from the OMol25 dataset describes C10H11NO4 in the gas phase. The level of theory is ωB97M-V with the def2-TZVPD basis set.

Geometry as ORCA input:
```
! RIJCOSX wB97M-V def2-TZVPD def2/J DEFGRID3
* xyz 0 1
O -1.096 2.451 -0.496
N -2.044 1.724 -0.243
O -3.196 2.201 0.033
C -1.910 0.334 -0.161
C -0.617 -0.434 -0.419
C 0.706 0.183 -0.688
O 0.626 1.268 -1.702
C 1.149 0.872 0.686
C 2.664 0.606 0.779
C 3.007 0.076 -0.601
O 1.848 -0.656 -1.000
C -0.875 -1.807 -0.427
C -1.970 -2.391 -0.413
C -3.362 -1.924 -0.337
C -3.103 -0.522 0.273
H 1.391 1.894 -1.563
H 0.588 0.746 1.589
H 1.154 1.914 0.379
H 3.243 1.556 1.005
H 2.868 -0.216 1.496
H 3.122 0.980 -1.243
H 3.982 -0.518 -0.696
H -3.832 -1.822 -1.271
H -3.889 -2.573 0.314
H -2.957 -0.454 1.392
H -3.939 0.075 0.068
*
```

Its SMILES is O=[N+]([O-])C1=C([C@@]2(O)CCCO2)C#CCC1. The frontier orbital gap (spin up / spin down) is 7.532 / 7.544 eV. The calculation puts the LUMO energy (spin up / spin down) at -1.4123 / -1.4085 eV.

Atomic partial charges in e from the natural (NBO) method, atoms 1 to 4:
1. O -0.35
2. N 0.46
3. O -0.44
4. C 0.09

---

(5)
This record from the OMol25 dataset describes a molecular structure, C3H4N2O2. The level of theory is ωB97M-V with the def2-TZVPD basis set.

Geometry as ORCA input:
```
! RIJCOSX wB97M-V def2-TZVPD def2/J DEFGRID3
* xyz 0 1
C 1.280 -0.325 -0.739
N 0.258 -0.053 0.213
N 0.084 1.345 0.537
C -1.181 1.237 0.479
O -1.754 0.051 0.923
C -0.724 -0.855 0.710
O -0.738 -2.040 0.898
H 1.210 0.311 -1.637
H 2.223 -0.141 -0.236
H 1.173 -1.371 -1.025
H -1.831 1.842 -0.123
*
```

The frontier orbital gap is 9.351 eV. The calculation puts the LUMO energy at 0.1549 eV.

Atomic partial charges in e from the natural (NBO) method, atoms 1 to 4:
1. C -0.40
2. N -0.34
3. N -0.29
4. C 0.40

---

(6)
This record from the OMol25 dataset describes 2 unconnected molecules or ions with the total composition C3H7O3. The level of theory is ωB97M-V with the def2-TZVPD basis set.

Geometry as ORCA input:
```
! RIJCOSX wB97M-V def2-TZVPD def2/J DEFGRID3
* xyz -1 1
O -1.181 -2.891 -1.071
C -0.407 -2.325 -0.309
O -0.232 -1.034 -0.313
H 0.217 -2.685 0.542
H 0.088 0.212 -0.667
C 0.027 1.929 0.544
O 0.443 1.308 -0.599
C 1.164 2.427 1.427
H -0.687 2.734 0.303
H -0.706 1.387 1.211
H 1.791 1.653 1.932
H 1.784 3.030 0.749
H 0.884 3.022 2.309
*
```

The frontier orbital gap is 8.934 eV. The calculation puts the LUMO energy at 4.1365 eV.

Atomic partial charges in e from the natural (NBO) method, atoms 1 to 4:
1. O -0.71
2. C 0.64
3. O -0.84
4. H 0.05

---

Across the entries above, relative energy (zero: lowest compared OMol25 entry of this formula, charge and spin) takes the values 0.0, 178.3, 0.0, 988.4, 371.9, 154.4 kJ/mol, respectively.
Across the entries above, maximum force takes the values 0.28, 7.16, 2.19, 6.34, 3.31, 3.52 eV/A, respectively.
Across the entries above, E_tot takes the values -53736.91527, -3205.61088, -37918.65895, -20219.03745, -10248.41059, -9367.55815 eV, respectively.